Record 1
The following is a DFT calculation (ωB97M-V/def2-TZVPD) of a cluster of 3 separate species, C29H64IN4O13P4 in total in a non-equilibrium geometry.

```
115
Properties=species:S:1:pos:R:3
C 1.628 3.426 -5.451
C 0.081 2.869 -5.597
P -0.438 1.698 -4.127
C -2.222 1.167 -4.487
C 0.814 0.219 -4.121
N 0.356 -0.832 -5.059
N 0.540 -0.660 -6.373
C -0.635 -0.790 -7.283
C -1.309 -2.194 -7.864
O -1.209 0.335 -7.797
C 1.789 -1.264 -6.965
C 2.373 -2.774 -6.663
O 2.452 -0.489 -7.868
C -0.606 -1.833 -4.569
C -0.257 -2.403 -3.077
N 0.184 -1.330 -2.056
P -1.120 -0.757 -0.989
N -1.451 1.013 -1.113
O -2.709 -1.401 -1.483
C 1.195 -0.355 -2.591
C 2.626 -1.226 -2.738
O 3.293 -1.148 -4.017
C 4.329 -0.141 -4.149
C 4.713 0.297 -5.720
O 5.065 0.460 -3.219
C 1.672 0.860 -1.621
C 1.879 0.650 -0.051
C 2.184 -0.751 0.628
I 3.571 1.998 0.520
H 2.296 2.682 -6.103
H 1.793 4.490 -5.914
H 2.056 3.319 -4.344
H -0.616 3.826 -5.503
H -0.121 2.399 -6.648
H -2.613 0.289 -3.821
H -2.472 0.896 -5.597
H -2.918 2.101 -4.222
H 1.749 0.764 -4.630
H -1.705 -2.101 -8.965
H -2.278 -2.370 -7.190
H -0.618 -3.121 -7.683
H 1.695 -3.520 -7.302
H 2.186 -3.030 -5.536
H 3.493 -2.804 -7.001
H -1.745 -1.561 -4.580
H -0.516 -2.792 -5.279
H 0.601 -3.217 -3.255
H -1.155 -3.068 -2.663
H 0.732 -1.947 -1.373
H -2.492 1.169 -1.084
H -1.034 1.541 -0.314
H -2.782 -1.410 -2.479
H 3.387 -0.938 -1.862
H 2.465 -2.394 -2.548
H 4.665 -0.640 -6.437
H 5.836 0.675 -5.697
H 4.045 1.199 -6.098
H 2.730 1.207 -2.063
H 1.017 1.858 -1.710
H 0.946 1.144 0.510
H 1.264 -1.057 1.325
H 3.098 -0.631 1.387
H 2.422 -1.683 -0.023
O 2.804 3.113 4.617
P 2.493 3.842 5.947
O 2.028 5.257 5.223
C 0.717 5.331 4.696
C -0.319 5.398 5.801
O 4.076 4.284 6.240
C 5.139 3.484 5.735
C 5.625 4.013 4.395
O 2.146 4.657 7.433
C 1.982 3.797 8.551
C 3.259 3.059 8.908
H 0.529 4.478 4.035
H 0.661 6.241 4.090
H -0.353 4.460 6.363
H -1.315 5.585 5.388
H -0.078 6.195 6.513
H 4.837 2.435 5.669
H 5.959 3.527 6.460
H 4.800 4.230 3.710
H 6.298 3.298 3.919
H 6.164 4.957 4.534
H 1.171 3.091 8.344
H 1.672 4.420 9.397
H 3.525 2.338 8.128
H 3.138 2.509 9.845
H 4.098 3.755 9.011
O -3.613 -4.805 2.424
P -4.687 -3.814 2.935
O -3.728 -2.474 2.768
C -3.598 -1.910 1.477
C -4.876 -1.216 1.048
O -4.369 -4.081 4.552
C -3.854 -5.338 4.974
C -2.336 -5.300 5.058
O -5.886 -2.706 3.506
C -7.213 -3.214 3.490
C -7.400 -4.375 4.448
H -3.312 -2.683 0.756
H -2.785 -1.179 1.522
H -5.684 -1.939 0.899
H -4.726 -0.674 0.108
H -5.210 -0.507 1.812
H -4.200 -6.140 4.315
H -4.266 -5.550 5.966
H -1.881 -4.851 4.171
H -1.931 -6.305 5.191
H -2.020 -4.685 5.910
H -7.470 -3.509 2.468
H -7.878 -2.393 3.777
H -6.836 -5.253 4.115
H -8.455 -4.658 4.510
H -7.043 -4.119 5.451
```

Summary:
M: 927.6 g/mol
total energy: -108923.5090 eV
F_max: 0.1955 Eh/bohr
LUMO energy: -0.134 Eh
total charge: +1
2S+1: 1
HOMO energy: -10.33 eV
frontier orbital gap: 6.68 eV

Record 2
The following is a DFT calculation (ωB97M-V/def2-TZVPD) of a structure of composition C42H57AsCl2NO4SSiY in a non-equilibrium geometry.

```
110
Properties=species:S:1:pos:R:3
Y 0.769 0.791 0.853
Cl 0.415 3.436 1.593
C 0.952 3.489 3.266
C 0.375 4.456 4.065
C 0.749 4.523 5.398
C 1.675 3.618 5.890
C 2.225 2.659 5.055
Cl 3.371 1.559 5.757
C 1.893 2.551 3.699
S 2.642 1.357 2.652
H -0.361 5.130 3.653
H 0.316 5.270 6.048
H 1.981 3.642 6.926
C 2.477 -5.680 0.981
C 1.479 -4.564 0.868
C 1.309 -3.642 1.880
C 0.375 -2.600 1.810
C 0.230 -1.793 3.082
C -0.390 -2.449 0.641
As -1.504 -0.893 0.087
N -1.227 0.332 1.459
C -2.119 0.712 2.465
C -3.510 0.745 2.319
C -4.322 1.176 3.355
C -3.781 1.595 4.564
C -2.403 1.570 4.720
C -1.586 1.126 3.694
C -3.309 -1.600 0.110
C -4.076 -1.265 -1.014
C -3.595 -0.318 -2.084
C -5.349 -1.814 -1.153
C -5.874 -2.681 -0.209
C -7.248 -3.268 -0.368
C -5.104 -2.978 0.908
C -3.832 -2.451 1.096
C -3.113 -2.768 2.373
C -0.238 -3.407 -0.390
C -1.098 -3.380 -1.625
C 0.674 -4.438 -0.259
H 3.145 -5.531 1.828
H 3.088 -5.756 0.080
H 1.978 -6.641 1.115
H 1.897 -3.740 2.786
H 0.412 -2.458 3.928
H -0.748 -1.348 3.202
H 0.972 -0.990 3.181
H -3.961 0.467 1.376
H -5.395 1.197 3.207
H -4.421 1.936 5.365
H -1.952 1.890 5.652
H -0.512 1.087 3.848
H -3.217 0.621 -1.676
H -4.417 -0.079 -2.757
H -2.786 -0.745 -2.682
H -5.942 -1.550 -2.021
H -7.708 -2.951 -1.301
H -7.900 -2.961 0.451
H -7.213 -4.358 -0.362
H -5.512 -3.631 1.673
H -3.798 -3.246 3.073
H -2.741 -1.857 2.843
H -2.263 -3.433 2.221
H -1.154 -2.389 -2.084
H -2.123 -3.681 -1.395
H -0.708 -4.066 -2.377
H 0.766 -5.161 -1.063
C 3.115 -2.067 -1.058
C 3.472 -0.597 -1.204
C 4.084 -0.326 -2.568
C 4.386 -0.131 -0.086
O 2.202 0.119 -1.074
Si 1.702 1.537 -1.850
O 0.384 1.804 -0.987
O 1.524 1.392 -3.459
C 0.409 0.854 -4.205
C -0.783 1.788 -4.059
C 0.886 0.795 -5.646
C 0.082 -0.536 -3.681
O 2.931 2.569 -1.565
C 3.170 3.898 -2.064
C 1.850 4.654 -2.150
C 4.098 4.546 -1.050
C 3.834 3.795 -3.428
H 4.006 -2.688 -1.157
H 2.395 -2.363 -1.821
H 2.669 -2.262 -0.081
H 5.004 -0.907 -2.661
H 4.333 0.726 -2.694
H 3.408 -0.622 -3.368
H 5.343 -0.654 -0.148
H 3.956 -0.358 0.892
H 4.565 0.942 -0.146
H -0.514 2.790 -4.396
H -1.104 1.847 -3.020
H -1.617 1.435 -4.669
H 1.133 1.794 -6.006
H 0.110 0.378 -6.289
H 1.775 0.169 -5.724
H -0.134 -0.500 -2.612
H 0.914 -1.222 -3.847
H -0.799 -0.937 -4.188
H 1.384 4.720 -1.166
H 1.156 4.151 -2.824
H 2.010 5.664 -2.530
H 3.635 4.537 -0.063
H 4.316 5.578 -1.326
H 5.038 3.997 -0.991
H 3.184 3.289 -4.141
H 4.767 3.236 -3.355
H 4.063 4.791 -3.812
```

Summary:
M: 934.8 g/mol
total energy: -159809.3066 eV
F_max: 0.0198 Eh/bohr
energy above the lowest of the compared OMol25 structures with the same formula, charge and spin: 14.36 kJ/mol
LUMO energy: 0.023 Eh
total charge: 0
2S+1: 1
HOMO energy: -7.39 eV
frontier orbital gap: 8.01 eV

Record 3
The following is a DFT calculation (ωB97M-V/def2-TZVPD) of a cluster of 11 separate species, H22O11 in total in a non-equilibrium geometry.

```
33
Properties=species:S:1:pos:R:3
O 2.258 -0.249 -1.776
H 2.560 0.463 -2.344
H 1.306 -0.166 -1.918
O 3.459 0.911 0.850
H 3.220 1.712 0.372
H 3.941 0.522 0.121
O 2.084 -1.455 2.339
H 2.348 -0.526 2.249
H 2.171 -1.567 3.280
O 1.327 3.673 1.170
H 2.076 3.743 0.585
H 1.580 4.000 2.038
O -3.545 -2.465 1.329
H -2.875 -2.252 0.671
H -3.851 -3.283 0.993
O -3.073 -1.588 -1.607
H -2.632 -1.178 -0.847
H -3.763 -0.903 -1.628
O -0.335 0.836 -3.145
H -1.064 0.692 -3.749
H -0.630 0.215 -2.457
O 0.282 -2.454 -3.743
H -0.651 -2.668 -3.691
H 0.457 -1.650 -3.271
O -1.676 1.407 3.766
H -1.189 1.665 3.021
H -1.482 0.532 4.057
O -0.595 1.252 1.278
H -0.881 2.035 0.789
H 0.367 1.350 1.312
O -0.477 -1.022 -0.405
H 0.229 -1.228 0.224
H -0.944 -0.352 0.135
```

Summary:
M: 198.2 g/mol
total energy: -22879.2967 eV
F_max: 0.0588 Eh/bohr
energy above the lowest of the compared OMol25 structures with the same formula, charge and spin: 213.93 kJ/mol
LUMO energy: -0.010 Eh
total charge: 0
2S+1: 1
HOMO energy: -10.97 eV
SMILES string: O.O.O.O.O.O.O.O.O.O.O
frontier orbital gap: 10.69 eV

Record 4
The following is a DFT calculation (ωB97M-V/def2-TZVPD) of a structure of composition C9H30O6 in a non-equilibrium geometry.

```
45
Properties=species:S:1:pos:R:3
C -2.830 -2.204 -3.034
O -3.925 -1.640 -2.279
H -2.067 -1.451 -3.231
H -2.343 -2.979 -2.443
H -3.125 -2.693 -3.963
H -4.665 -1.457 -2.862
C -0.154 -0.584 2.204
O -1.033 -0.377 3.332
H 0.062 0.335 1.659
H 0.721 -1.220 2.338
H -0.774 -1.205 1.557
H -1.829 0.073 3.040
C 0.060 -1.983 -3.997
O -0.927 -2.413 -4.910
H -0.372 -1.855 -3.004
H 0.887 -2.690 -3.931
H 0.277 -0.959 -4.301
H -1.062 -3.349 -4.746
C -0.480 -0.976 -1.495
C -0.182 0.502 -1.229
O 0.503 0.507 -0.015
H 0.403 -1.615 -1.472
H -1.078 -1.044 -2.403
H -1.064 -1.467 -0.716
H -1.083 1.115 -1.237
H 0.422 0.967 -2.008
H 1.276 -0.043 -0.165
C 2.591 1.215 1.547
C 2.981 0.623 2.895
O 3.780 1.601 3.476
H 3.510 1.277 0.963
H 2.009 2.136 1.570
H 1.944 0.584 0.938
H 3.534 -0.296 2.704
H 2.070 0.321 3.412
H 4.716 1.448 3.328
C 0.147 2.491 1.128
C -0.425 2.144 2.505
O -1.071 3.208 3.248
H 0.171 1.692 0.387
H 1.110 2.998 1.191
H -0.382 3.282 0.596
H 0.427 1.766 3.070
H -1.261 1.461 2.357
H -1.469 2.755 3.995
```

Summary:
M: 234.3 g/mol
total energy: -22094.5538 eV
F_max: 0.1078 Eh/bohr
energy above the lowest of the compared OMol25 structures with the same formula, charge and spin: 1002.31 kJ/mol
LUMO energy: 0.012 Eh
total charge: 0
2S+1: 1
HOMO energy: -9.50 eV
frontier orbital gap: 9.82 eV

Record 5
The following is a DFT calculation (ωB97M-V/def2-TZVPD) of the molecule C3H4N2O2 in a non-equilibrium geometry.

```
11
Properties=species:S:1:pos:R:3
C -0.209 0.059 -1.407
C 0.019 -0.019 0.064
C -0.405 -0.427 2.105
H 1.440 0.840 -1.807
H -1.269 0.197 -1.689
H 0.042 -0.991 -1.843
H -0.975 -0.789 2.910
N 1.115 0.308 0.736
N 0.739 0.138 2.063
O 0.494 1.159 -1.989
O -0.990 -0.473 0.857
```

Summary:
M: 100.1 g/mol
total energy: -10249.3367 eV
F_max: 0.0638 Eh/bohr
energy above the lowest of the compared OMol25 structures with the same formula, charge and spin: 282.55 kJ/mol
LUMO energy: 0.026 Eh
total charge: 0
2S+1: 1
HOMO energy: -10.40 eV
SMILES string: OCc1nnco1
frontier orbital gap: 11.12 eV

Record 6
The following is a DFT calculation (ωB97M-V/def2-TZVPD) of the molecule C4H7NO2.

```
14
Properties=species:S:1:pos:R:3
C -2.239 -0.188 -0.152
C -0.784 0.170 -0.006
N -0.246 1.317 0.039
O -0.011 -0.935 0.081
C 1.342 -0.719 0.462
C 2.235 0.183 -0.395
O 3.216 0.663 0.119
H -2.604 -0.677 0.757
H -2.839 0.706 -0.334
H -2.377 -0.888 -0.979
H -0.938 2.053 -0.060
H 1.395 -0.298 1.469
H 1.785 -1.720 0.475
H 2.065 0.334 -1.476
```

Summary:
M: 101.1 g/mol
total energy: -9845.8421 eV
F_max: 0.0100 Eh/bohr
energy above the lowest of the compared OMol25 structures with the same formula, charge and spin: 138.71 kJ/mol
LUMO energy: 0.030 Eh
total charge: 0
2S+1: 1
HOMO energy: -9.69 eV
SMILES string: [H]/N=C(\C)OCC=O
frontier orbital gap: 10.50 eV

Record 7
The following is a DFT calculation (ωB97M-V/def2-TZVPD) of the ion C5H13N2O with charge +1 in a non-equilibrium geometry.

```
21
Properties=species:S:1:pos:R:3
O 3.403 0.769 -0.531
C 2.728 -0.212 -0.612
C 1.252 -0.250 -0.991
C 0.525 -1.000 0.151
C -0.989 -0.924 0.037
C -1.846 0.820 1.669
N -1.544 0.474 0.241
N 0.645 1.041 -1.267
H 3.073 -1.233 -0.355
H 1.234 -0.928 -1.846
H 0.843 -0.900 1.182
H 0.649 -2.054 -0.089
H -1.327 -1.486 0.902
H -1.489 -1.442 -0.766
H -2.741 1.447 1.712
H -1.034 1.428 2.070
H -1.880 -0.056 2.277
H -2.358 0.607 -0.354
H -0.724 1.023 -0.043
H 1.287 1.824 -1.171
H 0.291 1.051 -2.216
```

Summary:
M: 117.2 g/mol
total energy: -10416.3652 eV
F_max: 0.0410 Eh/bohr
energy above the lowest of the compared OMol25 structures with the same formula, charge and spin: 176.63 kJ/mol
LUMO energy: -0.113 Eh
total charge: +1
2S+1: 1
HOMO energy: -13.49 eV
SMILES string: C[NH2+]CC[C@@H](N)C=O
frontier orbital gap: 10.40 eV

Record 8
The following is a DFT calculation (ωB97M-V/def2-TZVPD) of the molecule C5H8N2.

```
15
Properties=species:S:1:pos:R:3
C -2.186 0.949 0.079
C -0.838 0.327 -0.065
C 0.304 0.497 0.604
C 1.259 -0.554 0.109
N 2.667 -0.223 0.064
C 0.630 -1.189 -1.112
N -0.603 -0.691 -1.046
H -2.929 0.215 0.416
H -2.153 1.752 0.818
H -2.541 1.370 -0.869
H 0.485 1.208 1.402
H 3.144 -0.929 -0.489
H 3.054 -0.270 1.002
H 1.048 -1.451 0.746
H -1.341 -1.009 -1.660
```

Summary:
M: 96.1 g/mol
total energy: -8292.5645 eV
F_max: 0.0100 Eh/bohr
energy above the lowest of the compared OMol25 structures with the same formula, charge and spin: 234.63 kJ/mol
LUMO energy: 0.033 Eh
total charge: 0
2S+1: 1
HOMO energy: -8.45 eV
frontier orbital gap: 9.36 eV

Record 9
The following is a DFT calculation (ωB97M-V/def2-TZVPD) of a cluster of 2 separate species, C5H11O2 in total.

```
18
Properties=species:S:1:pos:R:3
C -0.766 -1.091 -1.505
C -1.835 -1.943 -0.827
H -0.989 -0.912 -2.557
H -0.706 -0.139 -0.981
H 0.245 -1.505 -1.416
H -2.843 -1.705 -1.178
H -1.792 -1.787 0.246
H -1.704 -3.015 -1.002
C 1.530 1.472 0.799
C 1.157 0.285 1.674
C 0.341 2.176 0.070
O 0.686 3.015 -0.793
O -0.812 1.852 0.437
H 2.082 2.250 1.326
H 2.213 1.138 0.011
H 0.738 0.564 2.638
H 2.037 -0.332 1.891
H 0.415 -0.324 1.167
```

Summary:
M: 103.1 g/mol
total energy: -9459.9119 eV
F_max: 0.0100 Eh/bohr
energy above the lowest of the compared OMol25 structures with the same formula, charge and spin: 11.31 kJ/mol
LUMO energy: 0.143 Eh
total charge: -1
2S+1: 1
HOMO energy: -3.93 eV
frontier orbital gap: 7.83 eV

Record 10
The following is a DFT calculation (ωB97M-V/def2-TZVPD) of a structure of composition C39H30I2N8S2SeY.

```
83
Properties=species:S:1:pos:R:3
Y -0.816 1.438 0.488
S -0.749 3.989 1.299
C -0.905 3.951 3.054
C -0.571 5.102 3.774
C -0.666 5.148 5.155
C -1.106 4.029 5.851
C -1.446 2.883 5.153
C -1.352 2.819 3.760
S -1.838 1.333 2.947
H -0.230 5.969 3.222
H -0.399 6.056 5.684
H -1.188 4.050 6.931
H -1.801 2.006 5.682
N 1.038 -1.197 -9.670
C 0.926 -0.904 -8.563
C 0.792 -0.544 -7.180
C -0.421 -0.053 -6.700
C -0.542 0.291 -5.365
C 0.541 0.142 -4.504
C 1.751 -0.345 -4.988
C 1.882 -0.687 -6.322
C 0.383 0.516 -3.067
C 0.325 -0.563 -2.156
C 0.626 -1.915 -2.440
C 0.561 -2.601 -1.238
C 0.191 -1.647 -0.279
N 0.044 -0.430 -0.812
C 0.329 1.872 -2.800
C 0.552 2.904 -3.769
C 0.549 4.092 -3.097
C 0.315 3.766 -1.736
N 0.180 2.465 -1.537
H -1.260 0.062 -7.372
H -1.475 0.694 -4.987
H 2.589 -0.453 -4.312
H 2.822 -1.062 -6.706
H 0.867 -2.323 -3.408
H 0.739 -3.650 -1.065
H -0.007 -1.818 0.773
H 0.693 2.749 -4.826
H 0.676 5.083 -3.499
H 0.250 4.461 -0.911
I -3.236 1.016 -1.727
I -3.380 2.953 -3.946
Se -2.990 -0.724 0.348
C -4.594 -0.303 1.311
C -4.980 1.006 1.579
C -6.148 1.250 2.283
C -6.931 0.195 2.735
C -6.545 -1.110 2.469
C -5.382 -1.359 1.751
H -4.365 1.833 1.252
H -6.439 2.272 2.490
H -7.839 0.390 3.290
H -7.150 -1.939 2.814
H -5.087 -2.377 1.529
C 1.285 -0.281 3.450
C 1.962 0.090 2.178
N 1.520 0.932 1.271
C 2.496 1.022 0.296
C 3.534 0.218 0.617
N 3.189 -0.378 1.816
C 3.958 -1.408 2.466
N 4.051 -2.601 1.661
N 5.104 -2.753 0.825
N 4.936 -3.793 0.108
C 3.722 -4.357 0.437
C 3.082 -5.495 -0.064
C 1.863 -5.819 0.482
C 1.282 -5.038 1.503
C 1.899 -3.916 2.004
C 3.138 -3.591 1.445
H 0.392 0.333 3.567
H 1.946 -0.119 4.303
H 0.961 -1.323 3.451
H 2.355 1.644 -0.571
H 4.458 -0.010 0.115
H 3.494 -1.647 3.420
H 4.979 -1.070 2.635
H 3.536 -6.085 -0.848
H 1.326 -6.687 0.122
H 0.314 -5.325 1.894
H 1.438 -3.322 2.781
```

Summary:
M: 1096.5 g/mol
total energy: -157119.8882 eV
F_max: 0.0049 Eh/bohr
energy above the lowest of the compared OMol25 structures with the same formula, charge and spin: 31.77 kJ/mol
LUMO energy: 0.051 Eh
total charge: -1
2S+1: 1
HOMO energy: -4.70 eV
frontier orbital gap: 6.10 eV

Record 11
The following is a DFT calculation (ωB97M-V/def2-TZVPD) of the molecule C4H11NO in a non-equilibrium geometry.

```
17
Properties=species:S:1:pos:R:3
C -2.680 0.605 -0.184
C -1.469 -0.267 0.184
C 0.742 -0.780 0.089
C 2.045 -0.246 -0.432
H -3.488 0.235 0.489
H -3.046 0.565 -1.279
H -2.429 1.698 -0.047
H -1.665 -1.294 -0.193
H -1.384 -0.380 1.327
H 0.893 -1.105 1.142
H 0.659 -1.719 -0.438
H 2.010 -0.119 -1.529
H 2.832 -1.051 -0.155
H 1.739 1.674 0.071
H 2.933 1.008 1.013
N 2.540 1.019 0.104
O -0.231 0.158 -0.162
```

Summary:
M: 89.1 g/mol
total energy: -7862.7848 eV
F_max: 0.0641 Eh/bohr
energy above the lowest of the compared OMol25 structures with the same formula, charge and spin: 170.66 kJ/mol
LUMO energy: 0.040 Eh
total charge: 0
2S+1: 1
HOMO energy: -9.11 eV
SMILES string: CCOCCN
frontier orbital gap: 10.21 eV